(1)
{
  "formula": "C24H30F3O5Pb",
  "method": "ωB97M-V with the def2-TZVPD basis set",
  "total_charge": -1,
  "de_lowest_kj_mol": 242.2,
  "homo_ev": [-3.64, -3.54],
  "e_tot_ev": -49007.616,
  "spin_multiplicity": 1,
  "e_lumo_ha": [0.081, 0.028],
  "homo_lumo_gap_ev": [5.8, 4.3],
  "species": ["C", "C", "C", "C", "H", "H", "C", "H", "H", "C", "H", "H", "C", "C", "C", "O", "O", "O", "O", "C", "H", "H", "H", "C", "H", "H", "H", "O", "H", "H", "C", "C", "H", "H", "H", "H", "H", "H", "Pb", "C", "C", "C", "H", "C", "C", "H", "H", "H", "H", "C", "C", "C", "H", "C", "C", "H", "H", "H", "H", "F", "C", "F", "F"],
  "xyz": [[0.28156, -0.27866, -7.51274], [-0.06623, -0.82127, -6.10875], [-0.07974, 1.23668, -7.53562], [-0.98092, 1.52399, -6.26428], [-0.62015, 1.40972, -8.47792], [0.84448, 1.83385, -7.57284], [-1.28219, -0.00016, -5.71660], [0.79182, -0.65066, -5.42913], [-0.30437, -1.90202, -6.14540], [-2.01351, -0.50195, -4.42881], [-2.01985, -0.30890, -6.48643], [-1.96086, 1.85151, -6.67329], [-0.42948, 2.59699, -5.42902], [1.71748, -0.58214, -7.91353], [-0.45512, -1.01043, -8.62264], [-1.01890, -0.45690, -9.55377], [2.61761, -0.81497, -7.12592], [1.86241, -0.57862, -9.25436], [-0.42762, -2.34395, -8.51583], [-0.94857, -2.98330, -9.68004], [-0.79518, -4.04766, -9.51760], [-0.41059, -2.63991, -10.56944], [-2.00930, -2.74616, -9.80034], [3.19305, -0.87678, -9.66151], [3.90884, -0.19974, -9.18315], [3.18231, -0.74563, -10.73973], [3.44136, -1.90720, -9.38412], [-1.39408, -0.78781, -3.16333], [-2.36320, -1.52813, -4.70783], [-2.93832, 0.10263, -4.29258], [-1.37216, 3.53714, -4.79985], [1.02451, 2.60691, -5.12930], [1.58978, 3.29717, -5.77743], [1.52773, 1.63070, -5.25295], [1.20318, 2.94095, -4.09650], [-1.10162, 3.74707, -3.76303], [-2.40160, 3.14668, -4.81018], [-1.41930, 4.50301, -5.32312], [-0.25085, 0.38710, -1.89592], [-1.79213, 0.15494, 1.17673], [-2.53462, 0.27794, -0.02782], [-2.64001, -1.02682, -0.60072], [-3.05338, 1.17594, -0.36995], [-1.87366, -1.91744, 0.19101], [-1.37140, -1.18782, 1.30032], [-0.76165, -1.58758, 2.11063], [-1.64048, 0.94624, 1.91722], [-3.28485, -1.29979, -1.43565], [-1.70763, -2.97875, -0.00754], [2.46016, 0.85007, 0.34770], [1.86115, -0.07599, 1.24405], [1.93688, -1.36793, 0.65884], [1.42386, 0.16452, 2.21434], [2.59054, -1.24332, -0.60119], [2.92660, 0.12931, -0.78420], [3.50088, 0.54293, -1.60972], [2.58936, 1.91482, 0.53058], [1.54146, -2.28699, 1.09018], [2.83207, -2.06100, -1.27749], [-0.39051, 2.98006, 0.44537], [-0.43598, 2.86962, -0.91302], [-1.61438, 3.47338, -1.29647], [0.55582, 3.70021, -1.38715]]
}

***

(2)
{
  "formula": "C24H30F8GaO24S",
  "method": "ωB97M-V with the def2-TZVPD basis set",
  "total_charge": -1,
  "homo_ev": -5.28,
  "e_tot_ev": -159464.209,
  "spin_multiplicity": 1,
  "e_lumo_ha": 0.059,
  "homo_lumo_gap_ev": 6.9,
  "species": ["C", "C", "O", "C", "Ga", "S", "O", "O", "F", "H", "H", "H", "H", "H", "H", "H", "H", "H", "C", "C", "O", "C", "O", "O", "F", "H", "H", "H", "C", "C", "O", "C", "O", "O", "F", "H", "H", "H", "C", "C", "O", "C", "O", "O", "F", "H", "H", "H", "C", "C", "O", "C", "O", "O", "F", "H", "H", "H", "C", "C", "O", "C", "O", "O", "F", "H", "H", "H", "C", "C", "O", "C", "O", "O", "F", "H", "H", "H", "C", "C", "O", "C", "O", "O", "F", "H", "H", "H"],
  "xyz": [[-1.39170, -2.34758, 1.57198], [-1.33110, -3.58388, 0.44721], [-0.71626, -2.96882, -0.76111], [0.75039, -3.10785, -0.71827], [1.79682, -1.39955, -1.26746], [2.58399, -0.36134, 0.68273], [1.42459, -0.03206, 1.65540], [3.50465, -1.44327, 1.36035], [3.50666, 1.05803, 0.25456], [-1.86373, -1.43154, 0.97886], [-0.31786, -2.06448, 1.94632], [-2.11384, -2.70496, 2.42083], [-0.70814, -4.47149, 0.89402], [-2.39870, -4.00929, 0.20016], [1.11088, -3.39318, 0.36506], [1.03015, -3.93485, -1.51823], [0.97269, -0.37974, -2.18437], [3.10143, -1.91449, -2.08656], [-1.08567, -6.77823, -4.19742], [-1.78724, -6.32655, -2.96232], [-0.78928, -6.40305, -1.96979], [0.38396, -6.19147, -2.62966], [1.43683, -5.91140, -2.08114], [0.23551, -6.32379, -3.98315], [-2.78187, -7.18086, -2.63288], [-1.08125, -7.86782, -4.30770], [-1.51051, -6.33577, -5.10248], [-2.17608, -5.30405, -3.01545], [-0.25151, 3.97010, 1.09602], [-0.21356, 2.52686, 0.72545], [-0.06166, 2.55029, -0.67571], [0.61230, 3.70468, -0.93999], [1.16759, 3.94590, -1.99892], [0.59694, 4.55713, 0.12985], [-1.38768, 1.92321, 1.01648], [-1.25366, 4.40334, 1.01010], [0.12280, 4.14980, 2.10745], [0.61434, 1.96932, 1.17629], [-0.08414, 3.14492, -4.58205], [0.08447, 1.75708, -5.09893], [-1.04463, 1.57265, -5.92233], [-1.35575, 2.81730, -6.38139], [-2.09472, 3.03285, -7.32761], [-0.73213, 3.79567, -5.65657], [0.02851, 0.85718, -4.09160], [-0.72122, 3.19120, -3.69246], [0.87237, 3.62280, -4.35376], [0.99675, 1.60427, -5.68538], [-3.04796, 8.20753, -0.08140], [-3.58087, 7.07597, 0.72932], [-2.47311, 6.67451, 1.50300], [-1.72676, 7.80285, 1.66578], [-0.84281, 7.92467, 2.49743], [-2.09486, 8.78535, 0.78789], [-3.94308, 6.04294, -0.06397], [-2.54865, 7.87418, -0.99734], [-3.82415, 8.92992, -0.34801], [-4.41140, 7.34862, 1.38917], [1.31211, 10.28449, 2.68553], [1.74100, 10.18372, 1.26159], [2.75806, 11.15376, 1.15434], [3.30907, 11.22874, 2.39830], [4.38549, 11.74920, 2.63980], [2.51148, 10.64223, 3.34240], [0.73355, 10.52911, 0.42889], [0.56239, 11.06613, 2.84785], [0.92156, 9.33851, 3.07022], [2.13729, 9.20213, 0.98059], [4.10441, -7.59428, 0.61870], [3.72827, -8.16429, -0.70618], [3.14690, -9.40567, -0.37777], [2.61132, -9.22923, 0.86268], [1.79425, -9.98048, 1.36855], [3.09581, -8.10249, 1.46864], [4.82577, -8.39448, -1.46128], [5.08239, -7.94254, 0.96749], [4.10153, -6.50094, 0.61705], [3.00947, -7.55817, -1.26785], [-2.24738, -6.20270, 5.47309], [-3.22631, -5.32241, 4.77418], [-2.41324, -4.35071, 4.15645], [-1.23035, -4.98143, 3.91228], [-0.37549, -4.56171, 3.15011], [-1.12153, -6.14694, 4.62027], [-4.03436, -4.69996, 5.66147], [-1.97120, -5.82632, 6.46377], [-2.61052, -7.22878, 5.57637], [-3.82882, -5.83424, 4.01619]]
}

***

(3)
{
  "formula": "C24H30N3O",
  "method": "ωB97M-V with the def2-TZVPD basis set",
  "total_charge": 1,
  "de_lowest_kj_mol": 0.0,
  "smiles": "CCCNC(=O)[C@@H]1CCC[N@@H+]1[C@H](c1ccccc1)c1cn(C)c2ccccc12",
  "homo_ev": -10.58,
  "e_tot_ev": -31886.639,
  "spin_multiplicity": 1,
  "e_lumo_ha": -0.098,
  "homo_lumo_gap_ev": 7.9,
  "species": ["C", "C", "C", "N", "C", "O", "C", "C", "C", "C", "N", "C", "C", "C", "C", "C", "C", "C", "C", "C", "N", "C", "C", "C", "C", "C", "C", "C", "H", "H", "H", "H", "H", "H", "H", "H", "H", "H", "H", "H", "H", "H", "H", "H", "H", "H", "H", "H", "H", "H", "H", "H", "H", "H", "H", "H", "H", "H"],
  "xyz": [[5.88629, 3.01328, 0.56967], [4.83157, 2.24660, 1.34529], [3.47532, 2.94047, 1.33889], [2.43682, 2.14592, 1.99535], [1.87033, 1.04331, 1.43035], [2.34078, 0.46626, 0.44673], [0.61816, 0.58741, 2.15791], [1.03851, -0.17063, 3.43065], [0.40156, -1.56205, 3.42026], [-0.51629, -1.64250, 2.20426], [-0.36950, -0.36313, 1.38327], [-0.30591, -0.63099, -0.03790], [-0.15927, 0.56337, -0.99429], [-0.01706, 0.17658, -2.32662], [0.10705, 1.11395, -3.34612], [0.17927, 2.47231, -3.02562], [0.06358, 2.86952, -1.69003], [-0.15140, 1.92713, -0.66870], [-1.50646, -1.46923, -0.47764], [-1.65941, -2.82479, -0.20083], [-2.82605, -3.30402, -0.71730], [-3.27494, -4.67564, -0.59064], [-3.46349, -2.28383, -1.42499], [-4.48115, -2.43641, -2.35590], [-4.80793, -1.31938, -3.14215], [-4.10207, -0.11514, -2.97526], [-3.07613, 0.01484, -2.02866], [-2.68408, -1.09005, -1.27254], [6.84847, 2.50680, 0.64569], [5.62558, 3.07216, -0.49036], [6.01720, 4.03312, 0.94116], [4.69303, 1.24808, 0.91407], [5.14182, 2.12165, 2.39073], [3.52699, 3.90391, 1.85412], [3.17741, 3.13469, 0.30144], [2.03053, 2.50954, 2.85104], [0.01682, 1.48426, 2.39861], [2.13491, -0.26922, 3.50204], [0.69766, 0.40573, 4.30137], [1.18221, -2.33985, 3.36009], [-0.17126, -1.75212, 4.33580], [-0.14899, -2.46315, 1.57714], [-1.57674, -1.75723, 2.46037], [-1.26490, 0.13468, 1.42893], [0.59474, -1.25308, -0.17937], [-0.02116, -0.88945, -2.56474], [0.18766, 0.76638, -4.37944], [0.32229, 3.21327, -3.81544], [0.16403, 3.92579, -1.42424], [-0.32313, 2.28902, 0.35156], [-1.00727, -3.54203, 0.30687], [-4.19816, -4.80660, -1.15492], [-2.51599, -5.37813, -0.96508], [-3.45221, -4.91026, 0.46752], [-4.99693, -3.39018, -2.46390], [-5.61070, -1.38475, -3.87556], [-4.35662, 0.72552, -3.61780], [-2.56542, 0.96832, -1.90511]]
}

***

(4)
{
  "formula": "C24H30N6O4",
  "method": "ωB97M-V with the def2-TZVPD basis set",
  "total_charge": 0,
  "de_lowest_kj_mol": 356.9,
  "smiles": "CCOc1ccc(-c2nnn(CC(=O)N3CCN(c4ccc(OC)cc4)CC3)n2)cc1OCC",
  "homo_ev": -7.42,
  "e_tot_ev": -42503.940,
  "spin_multiplicity": 1,
  "e_lumo_ha": 0.030,
  "homo_lumo_gap_ev": 8.2,
  "species": ["C", "C", "O", "C", "C", "C", "C", "C", "N", "N", "N", "C", "C", "O", "N", "C", "C", "N", "C", "C", "C", "C", "O", "C", "C", "C", "C", "C", "N", "C", "C", "O", "C", "C", "H", "H", "H", "H", "H", "H", "H", "H", "H", "H", "H", "H", "H", "H", "H", "H", "H", "H", "H", "H", "H", "H", "H", "H", "H", "H", "H", "H", "H", "H"],
  "xyz": [[-6.40942, -1.59937, -3.46192], [-7.17413, -1.02624, -2.27171], [-6.53671, -1.28579, -1.03884], [-5.44345, -0.56829, -0.67488], [-4.91974, 0.51920, -1.35785], [-3.81350, 1.19602, -0.87320], [-3.21313, 0.78204, 0.30548], [-2.06997, 1.48406, 0.83713], [-1.43235, 1.14907, 1.98187], [-0.48555, 2.00162, 2.14238], [-0.53455, 2.83544, 1.12842], [0.37429, 3.92515, 0.95361], [1.36314, 3.67431, -0.20319], [1.31854, 4.36874, -1.19820], [2.26390, 2.68923, -0.03911], [2.40865, 1.78043, 1.07762], [2.14062, 0.34573, 0.58401], [3.01075, -0.02295, -0.50701], [4.27821, -0.55204, -0.24538], [5.03510, -1.07565, -1.29454], [6.27555, -1.64871, -1.08657], [6.80203, -1.73410, 0.19617], [8.01589, -2.27354, 0.51972], [8.80856, -2.79620, -0.51594], [6.04586, -1.23962, 1.25539], [4.81402, -0.65824, 1.04160], [2.85523, 0.91077, -1.60314], [3.14480, 2.34725, -1.14071], [-1.50274, 2.55673, 0.28673], [-3.72411, -0.31552, 1.00400], [-4.82982, -0.99267, 0.53172], [-5.40608, -2.07801, 1.11361], [-4.95257, -2.51430, 2.37839], [-5.43298, -1.62181, 3.51941], [-5.42975, -1.13721, -3.55430], [-6.27238, -2.66924, -3.32750], [-6.97030, -1.42610, -4.37633], [-8.14370, -1.52425, -2.18175], [-7.35080, 0.04898, -2.40151], [-5.37304, 0.86100, -2.27450], [-3.41423, 2.04535, -1.40406], [0.89626, 4.08955, 1.89781], [-0.19633, 4.81557, 0.67707], [1.73079, 2.02083, 1.89345], [3.44147, 1.85407, 1.43831], [2.23673, -0.36667, 1.40183], [1.11050, 0.28994, 0.21279], [4.64576, -1.05732, -2.30081], [6.81468, -2.03416, -1.93767], [9.71431, -3.16543, -0.03720], [9.07592, -2.02611, -1.24764], [8.30822, -3.62482, -1.02837], [6.44961, -1.31379, 2.25284], [4.27675, -0.28856, 1.90033], [3.52428, 0.65729, -2.42217], [1.82263, 0.85042, -1.96311], [2.97141, 3.06008, -1.94725], [4.18424, 2.41978, -0.80149], [-3.22303, -0.60453, 1.91303], [-3.85926, -2.60542, 2.38955], [-5.38287, -3.51421, 2.48478], [-5.12025, -2.04413, 4.47044], [-5.02412, -0.61886, 3.42767], [-6.51784, -1.55484, 3.50066]]
}